Density functional theory data (ωB97M-V with the def2-TZVPD basis set) for a 3-piece molecular cluster, C24H44O10P2 overall in a non-equilibrium geometry.

```
80
Properties=species:S:1:pos:R:3:forces:R:3:lowdin_charge:R:1
C 4.2201 -1.0486 -2.7564 -1.5299 0.1672 0.9715 -0.01
C 2.9213 -0.8226 -2.1872 2.0060 0.5184 -1.4117 -0.10
C 1.7092 -0.2375 -3.1033 1.1594 -3.0157 -0.6317 -0.29
C 0.5835 -1.3895 -3.1548 -1.2725 0.8519 0.4675 -0.11
C -0.9121 -0.8856 -2.9219 -3.7943 0.7258 -0.4429 -0.17
C -1.4950 -0.3198 -1.6104 -1.9436 -0.2997 -2.3136 -0.03
C -3.0051 0.1028 -1.4948 0.6497 -1.3587 -3.5275 -0.04
C -3.9858 -0.0541 -2.7025 3.3092 -0.5279 -0.3526 -0.22
C -5.5547 0.3221 -2.6154 0.6764 -1.3009 -0.3616 -0.09
C -3.3846 -0.6045 -4.0424 2.1651 0.0875 2.5930 -0.04
C -1.8989 -1.0128 -4.1413 -1.2842 1.2725 3.1579 -0.03
O 1.2263 1.0616 -2.6584 1.6673 1.4018 -1.4089 -0.05
C 2.0155 2.1390 -3.1477 3.7159 -0.2281 -0.2054 -0.20
O 3.2529 2.0771 -3.4088 -5.0636 -0.2534 0.8341 0.00
H 5.1767 -0.5478 -2.3502 -1.4491 -1.9993 0.3713 0.06
H 4.3726 -1.7701 -3.6272 -0.4743 2.2354 0.1743 0.07
H 2.7679 -1.0308 -1.0706 0.2405 1.7111 -1.3999 0.12
H 2.1086 -0.1144 -4.1770 -0.4378 -0.0846 1.8172 0.15
H 0.6359 -1.8745 -4.1948 -0.0886 0.6536 1.6692 0.12
H 0.8420 -2.1645 -2.3598 -0.3976 0.9730 -1.1021 0.11
H -0.8260 -0.2125 -0.6807 -1.1674 -0.1620 -1.6674 0.10
H -3.4716 0.5107 -0.5349 1.0735 -0.7062 -1.4000 0.10
H -5.8413 0.8126 -1.6279 0.5720 -0.4275 -1.4591 0.07
H -6.1466 -0.6716 -2.6605 0.9297 1.5136 0.1155 0.08
H -5.8826 0.9183 -3.5419 0.6018 -0.6566 1.5958 0.08
H -4.0360 -0.7502 -4.9792 1.0226 0.3288 1.7365 0.10
H -1.4968 -1.4386 -5.1207 -0.6716 0.6957 1.5216 0.09
H 1.5454 3.1853 -3.2842 -0.2145 -2.0416 0.6130 0.17
C -8.1666 -0.9426 3.5396 -0.1705 -0.0433 0.1185 -0.09
C -7.4298 -0.6113 2.2557 -0.1301 0.2390 0.2001 -0.31
O -6.3480 -1.5025 2.0314 -0.7780 -0.5071 0.1588 -0.23
P -6.6836 -3.0467 1.5371 8.2711 4.5872 -0.5211 0.71
O -6.9263 -2.7167 0.0601 -3.4768 -2.2039 1.7181 -0.23
O -5.1062 -3.5393 1.3286 -0.9487 -0.9897 0.2665 -0.24
C -4.6974 -4.0951 0.0783 0.1867 0.2275 -0.4200 -0.30
C -4.0744 -3.0280 -0.8095 0.2267 -0.0982 0.1515 -0.08
O -6.5098 -3.5163 3.1765 -2.9983 -0.8146 -1.9062 -0.21
C -6.8287 -4.8756 3.4970 0.1202 -0.6050 0.4072 -0.29
C -5.8234 -5.8702 2.9441 0.0288 -0.1380 -0.2788 -0.08
H -8.6822 -1.9038 3.4557 -0.0435 0.0725 0.0403 0.06
H -8.9123 -0.1757 3.7674 0.0507 -0.0587 -0.0470 0.08
H -7.4705 -1.0216 4.3781 -0.0389 0.0601 -0.1124 0.08
H -8.1100 -0.6246 1.3986 0.0006 0.0450 -0.0361 0.11
H -7.0065 0.3937 2.3285 0.0960 -0.1313 -0.0873 0.12
H -5.5345 -4.5893 -0.4202 0.0130 0.1506 0.0078 0.10
H -3.9544 -4.8708 0.2866 -0.0553 0.0679 0.2117 0.11
H -4.6600 -2.1095 -0.8298 -0.1665 -0.1969 -0.0192 0.05
H -3.9609 -3.3983 -1.8315 0.0244 0.0666 0.0273 0.09
H -3.0838 -2.7576 -0.4308 -0.0975 -0.0352 -0.0794 0.07
H -7.8382 -5.1056 3.1425 0.0220 -0.0800 0.1625 0.11
H -6.8364 -4.9460 4.5875 -0.0510 0.2254 -0.0823 0.12
H -5.9459 -5.9866 1.8645 0.0961 -0.0411 0.0441 0.07
H -5.9649 -6.8553 3.3964 -0.0843 0.1142 0.0426 0.08
H -4.7991 -5.5420 3.1285 -0.1277 0.0191 0.0363 0.09
C 5.3855 6.2902 2.5540 -0.1301 0.1356 -0.1044 -0.09
C 6.7239 5.7287 2.9951 -0.1598 0.2315 0.1801 -0.30
O 6.8360 4.3476 2.6872 -0.2590 0.4611 -0.7878 -0.23
P 7.0771 3.9050 1.1102 1.3634 -5.1680 7.7500 0.71
O 8.5803 4.1997 1.0654 -2.1420 2.1178 -3.3011 -0.23
O 7.2481 2.2703 1.3837 -0.3768 0.3252 -1.2284 -0.24
C 8.4070 1.5897 0.9037 0.3641 -0.0362 0.2318 -0.31
C 9.4656 1.4879 1.9926 -0.0456 -0.2290 0.1742 -0.08
O 5.3906 3.6143 1.0240 1.7239 2.2059 -2.3563 -0.21
C 4.8562 3.2826 -0.2642 -0.4666 -0.4125 -0.4762 -0.28
C 5.2749 1.9063 -0.7475 0.2101 -0.1646 -0.1905 -0.09
H 5.3066 6.2971 1.4629 -0.0322 0.0727 0.0495 0.06
H 5.2595 7.3165 2.9103 0.0398 -0.0728 -0.0327 0.08
H 4.5632 5.6789 2.9333 0.1182 0.0558 0.0164 0.08
H 7.5507 6.2822 2.5399 0.0413 0.0179 0.0373 0.11
H 6.8181 5.8231 4.0798 0.0730 -0.1514 -0.0864 0.12
H 8.8015 2.0768 0.0092 0.0339 0.0529 0.1505 0.10
H 8.1001 0.5833 0.6037 -0.1879 0.0869 0.0682 0.11
H 9.6131 2.4311 2.5187 -0.0107 0.0829 -0.2469 0.07
H 10.4199 1.1650 1.5693 -0.0433 0.0073 0.0331 0.08
H 9.1587 0.7549 2.7457 0.0343 0.0407 -0.1071 0.08
H 5.1452 4.0522 -0.9864 -0.1817 -0.0575 -0.0416 0.11
H 3.7678 3.3101 -0.1676 0.1041 0.1385 0.1606 0.12
H 6.3209 1.9085 -1.0655 -0.0226 -0.0819 0.0260 0.07
H 4.6731 1.5957 -1.6058 0.0025 0.2084 0.1210 0.04
H 5.1693 1.1601 0.0424 -0.0197 0.1265 0.0033 0.09
```
Forces are in eV/Å.

E_tot	-64644.538	eV
HOMO energy	-0.3032	hartree
E_LUMO	-1.5845	eV
orbital gap	6.7	eV
SMILES	C=C[C@@H](Cc1ccc(C)cc1)OC=O.CCOP(=O)(OCC)OCC.CCOP(=O)(OCC)OCC

---

Density functional theory data (ωB97M-V with the def2-TZVPD basis set) for C13H15Br30I2NOP as an isolated structure in a non-equilibrium geometry.

```
63
Properties=species:S:1:pos:R:3:forces:R:3:lowdin_charge:R:1
C -3.9012 0.1136 3.2883 1.3620 -0.2080 0.1838 -0.24
C -3.1864 0.8113 1.9701 -0.9932 4.3838 1.6487 -0.70
I -2.3948 -0.4702 0.3255 -0.7593 1.3368 1.6626 0.67
C -3.0374 2.3169 1.8827 1.8812 -4.2858 -4.0677 -0.88
I -3.8140 3.6438 3.4874 0.3019 -0.8556 -0.6861 0.61
N -2.3249 2.9467 0.6683 1.0903 -1.5501 5.4520 -0.34
P -0.5868 2.9305 1.2048 -0.8612 -2.6257 -4.3158 0.54
O 0.4034 2.4475 0.0502 -2.2982 1.9996 3.1838 -0.63
H -3.0521 0.0878 4.1271 -1.8439 -0.0179 -1.6533 0.08
H -4.7864 0.7362 3.7376 1.6638 -1.1187 -1.2066 0.04
H -4.2090 -1.0119 3.1167 0.4823 2.6265 0.1054 -0.03
H -0.4870 1.9159 2.2616 -0.1101 1.2209 -0.2909 0.00
H -0.2835 4.2394 1.7285 0.0837 -0.6395 0.0115 -0.03
C -2.0124 -4.4533 2.0382 -0.0334 -0.2160 -0.0260 -1.58
Br -0.3111 -3.9162 2.8137 -0.6356 -0.0100 -0.4177 0.48
Br -3.5003 -3.4547 2.7954 0.4753 -0.4922 -0.1532 0.58
Br -1.9866 -4.3520 0.0957 0.0000 -0.0930 0.4484 0.52
H -2.1661 -5.5049 2.3015 0.0670 0.4803 -0.1413 -0.03
C 2.1115 -2.6901 6.2188 -0.2936 -0.0005 0.0289 -1.60
Br 1.2910 -0.9415 6.4502 0.2682 -0.4731 -0.1109 0.58
Br 2.4219 -3.1013 4.3429 0.1152 0.2906 0.6089 0.49
Br 3.7326 -2.8750 7.2782 -0.3186 0.0490 -0.2995 0.54
H 1.3978 -3.4305 6.5946 0.3301 0.3162 -0.1765 -0.09
C -2.4101 4.0740 -3.2729 0.3196 0.0273 -0.1299 -1.58
Br -1.0077 4.5358 -2.0063 -0.4320 -0.2083 -0.4384 0.62
Br -2.8484 2.1797 -3.2084 0.1085 0.5305 0.0813 0.54
Br -3.9871 5.1900 -3.0456 0.2755 -0.2338 -0.0206 0.53
H -2.0162 4.2771 -4.2741 -0.2412 -0.0833 0.4586 -0.03
C 5.7447 -5.2115 2.9165 0.2948 -0.0257 0.0673 -1.58
Br 6.0033 -3.2887 3.0592 -0.0880 -0.5320 -0.0758 0.56
Br 4.8676 -5.9427 4.4914 0.2402 0.0949 -0.4116 0.52
Br 4.8142 -5.6971 1.2786 0.1083 0.1643 0.3874 0.57
H 6.7400 -5.6650 2.8652 -0.4809 0.1976 0.0212 -0.02
C -7.6265 5.8350 3.0613 -0.0608 0.2314 -0.0912 -1.60
Br -6.6753 5.7437 4.7558 -0.3070 0.0646 -0.3517 0.48
Br -6.4452 6.3188 1.5934 -0.3019 -0.1960 0.4127 0.54
Br -8.6061 4.1954 2.6919 0.2871 0.3596 0.1004 0.54
H -8.3672 6.6361 3.1532 0.3468 -0.4039 -0.0208 -0.03
C -0.0940 -6.4884 7.1033 -0.2238 -0.2596 -0.1241 -1.57
Br 1.8157 -6.2163 6.8515 -0.4500 -0.0434 0.0962 0.57
Br -0.6082 -6.3238 8.9723 0.1682 0.0090 -0.4295 0.56
Br -1.1486 -5.3228 5.9571 0.3712 -0.2798 0.4591 0.57
H -0.3130 -7.5176 6.8009 0.1201 0.4700 0.1549 -0.02
C 2.0947 6.2351 -3.4854 -0.1146 -0.1597 0.1528 -1.60
Br 1.2742 7.9837 -3.2540 0.2402 -0.4148 -0.0877 0.54
Br 2.4051 5.8239 -5.3613 -0.0494 0.1614 0.5577 0.51
Br 3.7158 6.0503 -2.4260 -0.3806 0.0989 -0.3141 0.55
H 1.3810 5.4947 -3.1096 0.2550 0.3043 -0.1384 -0.10
C 4.2485 3.9880 -8.8399 0.1356 -0.0392 -0.2310 -1.58
Br 5.6508 4.4499 -7.5733 -0.4275 -0.1190 -0.2891 0.56
Br 3.8101 2.0937 -8.7754 0.0757 0.5130 0.0411 0.55
Br 2.6714 5.1040 -8.6126 0.3969 -0.2618 -0.1257 0.50
H 4.6423 4.1911 -9.8411 -0.2035 -0.0847 0.4652 -0.02
C 4.8553 -9.1516 -1.0263 -0.0221 0.2131 0.0562 -1.61
Br 4.8937 -10.1046 0.6691 -0.0101 0.2160 -0.4577 0.54
Br 6.3489 -9.6480 -2.1696 -0.3822 0.0752 0.2826 0.55
Br 3.1479 -9.3594 -1.9350 0.4599 0.0060 0.2390 0.55
H 4.9681 -8.0869 -0.7973 -0.0325 -0.4783 -0.0813 -0.07
C -0.6390 3.6458 -10.3714 0.0479 0.1848 0.1955 -1.61
Br -0.6006 2.6928 -8.6759 -0.0144 0.2157 -0.5002 0.55
Br 0.8546 3.1493 -11.5147 -0.3929 0.0422 0.2181 0.52
Br -2.3465 3.4379 -11.2801 0.4294 0.0070 0.2012 0.55
H -0.5263 4.7105 -10.1423 -0.0394 -0.4808 -0.1181 -0.03
```
Forces are in eV/Å.

E_tot	-2144021.313	eV
HOMO energy	-0.1659	hartree
total charge	-1
E_LUMO	0.7898	eV
orbital gap	5.3	eV

---

Density functional theory data (ωB97M-V with the def2-TZVPD basis set) for a 12-piece molecular cluster, C5H34N2O12 overall in a non-equilibrium geometry.

```
53
Properties=species:S:1:pos:R:3:forces:R:3:lowdin_charge:R:1
N 1.8573 2.1809 0.8673 1.1338 1.4109 0.4752 0.08
C 1.1981 1.0483 1.1281 -1.1860 -1.5837 -1.1033 -0.26
C 0.4426 0.4199 0.1901 -0.9197 0.0559 1.1571 -0.13
C -0.5483 -0.6587 0.6112 2.5708 -0.5611 -0.9953 -0.17
C -0.6469 -1.7221 -0.5027 -4.5146 -0.2661 -2.0343 -0.37
N 0.4762 -2.4416 -1.0444 -1.7194 1.9685 -2.1980 0.06
C -1.8470 -2.7978 -0.2047 -0.8635 4.8198 -4.2324 -0.15
O -2.3949 -3.3193 -1.4703 3.2532 -1.4622 -0.3691 -0.14
H 2.6800 2.4057 1.3994 -0.0765 0.1768 -0.0767 0.10
H 1.7223 2.6802 0.0011 0.1933 -0.0077 0.3983 0.03
H 1.3958 0.5982 2.1167 -0.5609 0.3724 -0.6202 0.10
H 0.2979 0.7213 -0.8564 0.3927 0.4647 0.4614 0.11
H -1.4957 -0.1403 0.8069 0.0180 -0.9787 0.3574 0.11
H 0.0003 -1.1405 1.4542 -1.2252 0.5673 0.2179 0.08
H -1.0857 -1.1741 -1.4451 0.6056 -0.6923 1.7610 0.15
H 0.8963 -1.7522 -1.7402 0.2992 -1.9028 2.0049 0.10
H 0.9748 -2.7661 -0.2754 2.2575 -0.4508 0.8489 0.04
H -2.7352 -2.2736 0.1346 0.1907 0.0865 0.9152 0.11
H -1.5985 -3.5934 0.3178 1.4169 -3.5365 3.0917 0.05
H -1.5926 -3.8242 -1.8930 -2.1564 1.5181 0.8823 0.15
O -3.5120 -1.0461 -2.2296 3.4972 0.4593 -2.1959 -0.02
H -4.3188 -0.8810 -1.8662 -3.2510 0.2007 1.8226 0.00
H -3.0035 -1.7756 -1.8467 -0.6399 -0.4501 -0.1515 -0.02
O 1.6094 -0.8347 3.8813 -1.4004 1.4513 -0.3610 -0.08
H 1.4212 -1.7404 4.1126 -0.0418 -0.5797 -0.0632 0.01
H 0.6948 -0.4376 3.7364 1.4012 -0.7732 0.4141 0.04
O 1.7845 0.9607 -3.0724 -2.0688 1.9805 -1.0803 -0.04
H 2.2587 0.4499 -2.4497 1.2901 -1.6804 0.8895 -0.05
H 2.1416 0.9181 -3.9501 0.4205 -0.2080 -0.3136 0.05
O 2.0851 3.2780 -1.5771 -0.8787 0.5066 -1.8331 -0.09
H 1.6710 2.4399 -1.8682 0.4535 -0.2345 -0.0249 0.01
H 1.9860 3.7367 -2.4447 0.4298 0.0481 1.0133 0.08
O -2.8181 1.5049 -3.4473 0.4823 1.2319 2.9146 -0.11
H -2.7064 1.6678 -2.4313 -0.3016 -0.4616 -2.8752 0.07
H -2.9684 0.5616 -3.4585 -0.1372 -0.7203 0.0620 -0.02
O 0.7805 -3.2887 2.5931 1.8921 2.5651 -3.4904 -0.03
H 0.0870 -3.6228 3.0674 -2.8952 -1.4799 1.8869 -0.01
H 0.3494 -2.6799 1.8995 0.9302 -1.4272 1.7280 0.05
O -2.1529 2.9935 1.8235 0.7533 8.4237 8.2703 0.01
H -2.1225 2.4551 1.1878 0.6732 -6.3056 -8.3665 -0.12
H -1.5912 3.8164 1.6277 -1.3591 -2.2288 0.0458 0.10
O -1.3689 0.1633 3.3467 -0.7580 -7.4214 2.9788 0.02
H -1.1877 0.9521 3.0397 0.3577 6.6673 -2.4217 -0.07
H -2.2833 -0.0672 3.5616 0.4603 0.9850 -0.3246 0.08
O 2.5649 -0.7018 -1.2998 1.3565 2.0444 1.6472 -0.11
H 2.7674 -0.0640 -0.5134 -0.9374 -1.8133 -1.4365 0.09
H 3.4049 -1.1560 -1.3383 0.4068 -0.4631 -0.2175 0.07
O 3.3260 -0.6858 1.2224 1.8995 0.4352 -2.3158 0.01
H 2.8715 -1.2767 1.7454 -1.9056 -2.8933 1.4550 0.00
H 3.3770 -0.0207 1.8598 0.6791 2.2328 1.3746 0.02
O -1.2429 4.0236 -1.2040 0.5132 0.1052 2.1808 -0.03
H -0.2845 3.9404 -1.2491 -0.0457 -0.0499 -0.3610 0.01
H -1.6162 3.9663 -2.0537 -0.3859 -0.1459 -1.7929 0.01
```
Forces are in eV/Å.

relative energy (zero: lowest compared OMol25 entry of this formula, charge and spin)	155.1	kcal per mole
E_tot	-33283.223	eV
HOMO energy	-0.2845	hartree
E_LUMO	0.2313	eV
orbital gap	8.0	eV
SMILES	N/C=C/C[C@@H](N)CO.O.O.O.O.O.O.O.O.O.O.O

---

Density functional theory data (ωB97M-V with the def2-TZVPD basis set) for C4H8CsO2S as an isolated structure in a non-equilibrium geometry.

```
16
Properties=species:S:1:pos:R:3:forces:R:3:lowdin_charge:R:1
Cs -3.0306 11.9174 18.8878 -0.1356 0.0454 0.2083 1.04
C -8.5462 14.0474 20.1117 1.2928 -0.1873 -1.0667 -0.22
C -9.1724 13.0007 21.0783 2.5652 -0.4670 -0.4350 -0.14
C -7.9177 12.0549 21.2966 0.8526 -0.4041 -1.1891 -0.21
S -6.3971 13.0573 21.5571 -2.3225 1.1460 -0.6772 0.68
O -5.2560 12.5944 20.7681 -0.4654 -0.1779 -0.5063 -0.52
O -6.1271 13.3440 22.9227 0.1873 -0.0107 0.9832 -0.30
C -7.2548 14.5280 20.7916 -0.1017 -0.2914 1.9478 -0.20
H -9.1697 14.8675 19.7557 -0.1316 0.0738 0.6084 0.12
H -8.2095 13.5762 19.1883 -0.5168 -0.5396 -0.2056 0.11
H -9.9203 12.4400 20.5176 -0.2625 0.0639 0.6344 0.12
H -9.4400 13.3995 22.0568 -0.5907 0.1146 -0.3323 0.12
H -7.6347 11.7004 20.3055 -0.2936 -0.1692 -0.3976 0.08
H -7.9029 11.1224 21.8608 -0.4282 0.4872 0.6945 0.11
H -6.4421 15.1810 20.4734 -0.5500 0.0391 -0.9218 0.11
H -7.7396 14.9996 21.6465 0.9006 0.2772 0.6550 0.10
```
Forces are in eV/Å.

relative energy (zero: lowest compared OMol25 entry of this formula, charge and spin)	26.0	kcal per mole
E_tot	-19749.692	eV
HOMO energy	-0.4913	hartree
total charge	+1
E_LUMO	-3.5331	eV
orbital gap	9.8	eV